1.
65
Properties=species:S:1:pos:R:3:lowdin_spin:R:1 method="wB97M-V/def2-TZVPD" homo_ev="-10.61 / -10.60" energy_ha=-6173.14658 charge=+1 s_squared=16.093 homo_lumo_gap_ha="0.2968 / 0.1655" e_above_lowest_ev=3.318 multiplicity=8
Gd 0.752 -0.915 -1.049 4.981
C 1.908 1.007 2.237 0.326
C 2.729 1.732 1.410 0.309
C 3.898 0.930 1.233 0.351
C 3.753 -0.375 1.921 0.305
C 2.557 -0.341 2.548 0.306
C 1.894 -1.353 3.403 0.043
C 4.786 -1.449 1.877 0.039
C 5.072 1.320 0.468 0.060
C 2.540 3.109 0.864 0.039
C 0.674 1.452 2.909 0.048
H 0.956 -1.686 2.948 0.015
H 1.637 -0.916 4.375 0.013
H 2.524 -2.224 3.568 -0.001
H 5.060 -1.671 0.840 0.012
H 4.422 -2.367 2.337 0.000
H 5.694 -1.143 2.406 0.015
H 4.923 0.816 -0.500 0.028
H 6.001 0.912 0.872 0.008
H 5.141 2.390 0.275 0.002
H 3.141 3.838 1.422 0.017
H 1.497 3.412 0.915 0.000
H 2.838 3.154 -0.184 0.009
H -0.110 0.699 2.845 0.012
H 0.300 2.392 2.515 0.000
H 0.902 1.585 3.976 0.019
O -1.940 -6.599 1.333 0.000
C -1.524 -5.356 1.041 0.000
C -2.379 -4.287 0.796 0.000
C -1.830 -3.060 0.498 0.000
N -0.511 -2.843 0.425 -0.009
C 0.266 -3.884 0.678 0.000
Br 2.115 -3.519 0.521 -0.003
C -0.152 -5.149 0.992 0.000
H -2.899 -6.656 1.317 0.000
H -3.455 -4.406 0.830 0.000
H -2.463 -2.203 0.301 0.000
H 0.540 -5.960 1.175 0.000
I 3.622 -0.891 -1.903 0.020
I 0.364 -3.168 -2.960 0.039
C -3.093 -0.812 -2.824 0.000
C -2.597 0.481 -3.426 0.000
C -1.491 0.340 -4.445 0.000
O -2.245 1.444 -2.380 0.000
P -1.179 1.668 -1.254 0.001
S 0.714 1.744 -1.874 -0.006
S -1.378 0.327 0.238 -0.001
O -1.557 3.126 -0.803 0.000
C -2.869 3.792 -0.652 0.000
C -3.405 4.244 -1.992 0.000
C -3.846 2.930 0.122 0.000
H -3.399 -1.492 -3.621 0.000
H -3.946 -0.622 -2.169 0.000
H -2.329 -1.313 -2.245 0.001
H -3.436 0.978 -3.904 0.000
H -0.589 -0.079 -4.032 0.001
H -1.240 1.312 -4.869 0.000
H -1.824 -0.321 -5.245 0.000
H -2.601 4.664 -0.066 0.000
H -3.826 3.412 -2.554 0.000
H -2.615 4.708 -2.586 0.000
H -4.192 4.986 -1.825 0.000
H -4.060 2.006 -0.421 0.000
H -4.786 3.475 0.248 0.000
H -3.456 2.672 1.105 0.000

---

2.
58
Properties=species:S:1:pos:R:3:lowdin_spin:R:1 method="wB97M-V/def2-TZVPD" homo_ev="-12.17 / -12.17" energy_ha=-2810.64794 charge=+1 s_squared=0.755 homo_lumo_gap_ha="0.2365 / 0.1475" multiplicity=2
Zn 1.597 -1.172 1.938 0.004
F 0.410 0.213 1.081 -0.002
C -0.256 -3.186 1.167 0.009
C 0.857 -3.954 1.790 0.109
O 1.885 -3.111 2.294 0.764
H -1.137 -3.825 1.106 -0.001
H 0.000 -2.824 0.171 0.004
H -0.548 -2.310 1.746 0.000
H 1.279 -4.713 1.131 0.031
H 0.411 -4.466 2.642 0.064
C -2.934 -0.582 2.159 0.000
C -3.226 -0.796 0.623 0.000
C -4.044 0.313 -0.014 0.000
O -1.956 -0.901 0.030 0.000
H -2.421 0.352 2.391 0.000
H -2.359 -1.405 2.583 0.000
H -3.900 -0.487 2.654 0.000
H -3.888 -1.661 0.578 0.000
H -5.035 0.430 0.425 0.000
H -4.183 -0.014 -1.044 0.000
H -3.446 1.209 -0.184 0.000
H -1.292 -0.310 0.392 0.000
C 1.926 -3.154 -1.955 0.000
C 2.883 -2.565 -0.927 0.000
C 4.139 -2.096 -1.602 0.000
O 2.328 -1.566 -0.156 0.014
H 1.316 -2.423 -2.486 0.000
H 1.292 -3.920 -1.510 0.000
H 2.500 -3.629 -2.750 0.000
H 3.298 -3.344 -0.289 0.000
H 4.972 -1.903 -0.926 0.000
H 3.925 -1.134 -2.069 0.000
H 4.462 -2.828 -2.342 0.000
H 2.072 -0.836 -0.725 0.000
C -0.927 1.185 -3.139 0.000
C 0.469 1.478 -2.546 0.000
C 0.508 2.897 -1.900 0.000
O 0.937 0.483 -1.682 0.000
H -1.657 0.742 -2.463 0.000
H -0.854 0.412 -3.904 0.000
H -1.373 2.020 -3.680 0.000
H 1.219 1.473 -3.337 0.000
H 0.291 3.709 -2.595 0.000
H 1.415 3.135 -1.344 0.000
H -0.334 3.020 -1.219 0.000
H 0.501 0.661 -0.846 0.000
C 1.156 3.832 1.518 0.000
C -0.135 3.653 2.331 0.000
C -1.287 3.474 1.347 0.000
O 0.006 2.427 3.000 0.000
H 2.076 3.760 2.099 0.000
H 1.089 4.723 0.894 0.000
H 1.191 3.012 0.801 0.000
H -0.328 4.516 2.968 0.000
H -2.150 3.443 2.013 0.000
H -1.239 2.505 0.851 0.000
H -1.479 4.261 0.618 0.000
H -0.019 1.777 2.294 0.000

---

3.
76
Properties=species:S:1:pos:R:3:mulliken_charge:R:1 method="wB97M-V/def2-TZVPD" homo_ev=-8.96 energy_ha=-2722.18380 homo_lumo_gap_ha=0.3217 e_above_lowest_ev=0.000
O 0.239 -0.677 -0.560 -0.437
V -0.542 -0.497 -1.932 1.355
O -2.079 -0.934 -1.706 -0.463
O 0.712 0.805 -5.513 -0.510
C 0.321 0.152 -4.410 1.003
O 1.064 0.120 -3.370 -0.631
O -0.746 -0.492 -4.373 -0.628
H 1.577 1.171 -5.283 0.323
C 5.976 -2.574 3.010 -0.751
O 5.082 -1.821 2.230 -0.264
C 5.677 -0.638 1.741 -0.596
C 4.691 0.114 0.878 -0.086
O 3.981 1.061 1.617 -0.358
C 2.942 1.635 0.875 -0.823
H 6.529 -1.956 3.728 0.301
H 6.688 -3.087 2.350 0.293
H 5.433 -3.318 3.590 0.237
H 6.592 -0.812 1.162 0.361
H 5.897 -0.020 2.624 0.302
H 4.044 -0.652 0.416 0.020
H 5.211 0.547 0.009 0.404
H 2.241 0.929 0.424 0.316
H 3.339 2.400 0.193 0.420
H 2.303 2.269 1.501 0.251
C 1.454 1.917 5.305 -0.709
O 0.661 0.835 4.865 -0.443
C 0.677 0.739 3.461 0.184
C -0.298 -0.311 3.009 -0.595
O -1.643 0.123 2.934 -0.356
C -2.437 -0.960 2.542 -0.696
H 2.374 2.013 4.716 0.269
H 1.742 1.748 6.341 0.284
H 0.889 2.855 5.235 0.265
H 1.673 0.482 3.082 0.148
H 0.399 1.725 3.055 0.055
H -0.305 -1.071 3.812 0.492
H 0.067 -0.867 2.139 0.261
H -3.471 -0.644 2.378 0.229
H -2.578 -1.762 3.282 0.321
H -2.094 -1.418 1.609 0.253
C 0.492 -3.184 -3.413 0.062
O -0.176 -2.834 -2.445 -0.667
N 1.820 -3.105 -3.490 0.278
C 2.535 -3.442 -4.698 -0.936
C 2.590 -2.543 -2.406 -1.120
H 0.039 -3.725 -4.256 0.382
H 2.763 -2.534 -5.261 0.320
H 1.977 -4.160 -5.297 0.344
H 3.482 -3.940 -4.481 0.300
H 3.028 -1.568 -2.618 0.296
H 1.991 -2.520 -1.499 0.239
H 3.423 -3.222 -2.190 0.523
C -7.497 0.516 -1.047 0.189
O -8.670 0.276 -0.868 -0.584
N -6.477 -0.351 -0.852 0.148
C -5.098 -0.008 -1.089 -0.702
C -6.757 -1.707 -0.462 -0.956
H -7.101 1.514 -1.314 0.266
H -4.670 -0.425 -2.003 0.377
H -4.474 -0.300 -0.242 0.099
H -4.960 1.076 -1.161 0.222
H -7.757 -1.795 -0.043 0.328
H -6.649 -2.402 -1.296 0.318
H -6.102 -2.005 0.361 0.290
C -1.580 2.666 -1.587 0.075
O -1.244 1.492 -1.454 -0.668
N -1.801 3.469 -0.548 0.255
C -1.616 3.052 0.834 -0.843
C -2.222 4.842 -0.750 -0.938
H -1.793 3.147 -2.548 0.375
H -2.551 3.128 1.389 0.323
H -0.944 3.787 1.289 0.348
H -1.186 2.058 0.877 0.081
H -3.115 5.003 -0.141 0.335
H -1.455 5.568 -0.479 0.321
H -2.530 5.045 -1.774 0.318

---

4.
24
Properties=species:S:1:pos:R:3:mulliken_charge:R:1 method="wB97M-V/def2-TZVPD" homo_ev=-7.85 energy_ha=-836.88542 smiles=CCN(SC)c1[nH]cnc1C homo_lumo_gap_ha=0.3164 e_above_lowest_ev=3.109
C 0.898 2.431 -0.837 -1.163
C 1.106 1.600 0.426 -0.783
N 0.777 0.163 0.286 0.130
S 1.683 -0.848 -0.607 -0.070
C 2.284 -1.941 0.749 -1.163
C -0.832 0.115 0.165 0.082
N -1.616 1.203 0.231 0.014
C -2.887 0.748 0.006 -0.272
N -2.892 -0.536 -0.163 -0.721
C -1.623 -0.942 -0.203 0.732
C -1.183 -2.350 -0.498 -1.149
H 1.756 2.221 -1.510 0.320
H 0.024 2.289 -1.422 0.433
H 0.989 3.453 -0.651 0.377
H 2.174 1.551 0.759 0.369
H 0.526 2.154 1.103 0.397
H 1.521 -2.314 1.364 0.371
H 3.023 -1.558 1.428 0.320
H 2.542 -2.920 0.465 0.509
H -1.274 2.099 0.363 0.080
H -3.718 1.502 0.046 0.331
H -2.077 -3.104 -0.445 0.295
H -0.750 -2.310 -1.397 0.411
H -0.451 -2.706 0.341 0.150

---

5.
45
Properties=species:S:1:pos:R:3:mulliken_charge:R:1 method="wB97M-V/def2-TZVPD" homo_ev="-5.95 / -5.91" energy_ha=-14159.22519 homo_lumo_gap_ha="0.1834 / 0.1714"
Ni 0.196 -0.061 0.059 0.630
Br -3.508 2.218 -5.406 -0.198
C -2.715 2.027 -3.711 0.166
C -3.080 2.924 -2.655 0.246
Br -4.331 4.288 -2.986 -0.197
C -2.528 2.791 -1.408 -0.257
Br -2.960 3.921 0.031 -0.179
C -1.580 1.762 -1.122 0.185
O -1.066 1.595 0.013 -0.314
C -1.183 0.857 -2.212 0.264
O -0.325 -0.027 -1.977 -0.438
C -1.800 1.032 -3.491 -0.168
Br -1.272 -0.185 -4.822 -0.176
C 3.663 0.370 -0.716 -0.781
C 3.115 -1.003 -1.100 -0.778
S 1.770 -1.714 -0.125 0.024
C 2.419 -1.809 1.559 -0.917
C 2.450 -0.508 2.367 -0.548
S 0.912 0.436 2.203 -0.055
C 1.477 2.140 1.967 -0.643
C 2.626 2.388 0.989 -0.936
S 2.441 1.716 -0.684 -0.001
H 4.420 0.629 -1.458 0.478
H 4.177 0.332 0.242 0.332
H 3.939 -1.720 -1.134 0.541
H 2.683 -0.959 -2.102 0.389
H 3.412 -2.262 1.547 0.509
H 1.753 -2.523 2.047 0.430
H 3.277 0.121 2.053 0.094
H 2.615 -0.755 3.416 0.528
H 1.740 2.575 2.933 0.547
H 0.572 2.635 1.611 0.366
H 3.579 2.049 1.397 0.454
H 2.722 3.470 0.883 0.458
I -4.108 -1.982 3.946 0.100
C -3.175 -2.303 2.115 -0.439
C -3.266 -3.527 1.471 -0.091
C -2.624 -3.679 0.252 -0.943
C -1.914 -2.607 -0.266 -0.188
N -1.824 -1.436 0.358 0.123
C -2.446 -1.281 1.523 -0.272
H -3.827 -4.341 1.909 0.392
H -2.675 -4.614 -0.289 0.409
H -1.396 -2.678 -1.216 0.430
H -2.355 -0.307 1.991 0.427

---

6.
11
Properties=species:S:1:pos:R:3:mulliken_charge:R:1 method="wB97M-V/def2-TZVPD" homo_ev=-3.20 energy_ha=-832.32024 charge=-1 homo_lumo_gap_ha=0.2404 e_above_lowest_ev=0.221
C 1.124 -1.109 -0.924 -0.208
C -0.064 -0.809 1.293 -0.614
C 0.907 0.078 0.884 0.483
C -2.704 0.829 -0.580 0.703
N 1.570 -0.067 -0.308 -0.720
O -3.609 0.252 -0.178 -0.379
O -1.854 1.448 -1.032 -0.355
O 1.293 1.181 1.652 -0.575
S -0.126 -1.948 -0.055 -0.119
H 1.477 -1.451 -1.881 0.429
H 1.986 1.596 1.128 0.355